{"formula": "H4NPS2", "method": "ωB97M-V/def2-TZVPD", "energy_ev": -32513.512, "homo_energy_ev": -9.310, "smiles": "[H]/N=P/S.S", "e_above_lowest_ev": 1.342, "largest_force_ev_per_a": 3.0, "lumo_energy_ev": -0.22, "homo_lumo_gap_ev": 9.09, "elements": ["H", "N", "P", "S", "H", "S", "H", "H"], "coordinates": [[-2.24, 2.27, -1.61], [-1.52, 1.65, -1.21], [-0.29, 2.06, -0.40], [0.90, 0.36, -0.48], [1.85, 0.94, 0.23], [0.56, -3.03, 1.41], [0.15, -1.81, 1.77], [0.59, -2.44, 0.30]], "mulliken_charge": [0.26, -0.44, 0.26, -0.26, 0.19, -0.22, 0.13, 0.08]}

---

{"formula": "H4NPSi", "method": "ωB97M-V/def2-TZVPD", "energy_ev": -18718.587, "homo_energy_ev": -8.397, "smiles": "[H]/P=N\\[SiH3]", "e_above_lowest_ev": 1.441, "largest_force_ev_per_a": 6.1, "lumo_energy_ev": 0.11, "homo_lumo_gap_ev": 8.50, "elements": ["H", "P", "N", "Si", "H", "H", "H"], "coordinates": [[0.32, 1.85, 0.91], [-0.46, 1.03, 1.94], [-0.33, -0.28, 1.22], [0.07, -0.61, -0.84], [1.03, -1.64, -0.41], [-1.12, -0.99, -1.37], [0.48, 0.63, -1.46]], "mulliken_charge": [-0.02, 0.06, -0.35, 0.54, -0.05, -0.09, -0.08]}

---

What did the first record say?
{"formula": "H4NPS2", "method": "ωB97M-V/def2-TZVPD", "energy_ev": -32513.512, "homo_energy_ev": -9.310, "smiles": "[H]/N=P/S.S", "e_above_lowest_ev": 1.342, "largest_force_ev_per_a": 3.0, "lumo_energy_ev": -0.22, "homo_lumo_gap_ev": 9.09, "elements": ["H", "N", "P", "S", "H", "S", "H", "H"], "coordinates": [[-2.24, 2.27, -1.61], [-1.52, 1.65, -1.21], [-0.29, 2.06, -0.40], [0.90, 0.36, -0.48], [1.85, 0.94, 0.23], [0.56, -3.03, 1.41], [0.15, -1.81, 1.77], [0.59, -2.44, 0.30]], "mulliken_charge": [0.26, -0.44, 0.26, -0.26, 0.19, -0.22, 0.13, 0.08]}